Record 1
Computed, not measured: C19H19AuN3O2 as an isolated structure, with the ωB97M-V functional and the def2-TZVPD basis.

- HOMO (alpha / beta) (eV) = -10.4 / -10.3
- multiplicity = 3
- HOMO-LUMO gap (alpha / beta) (eV) = 7.0 / 4.4
- M (g mol⁻¹) = 518.35
- calculated total energy (eV) = -32260.461
- net charge = +1

Each line ends with the natural charge from an NBO analysis.
CARTESIAN COORDINATES (ANGSTROEM)
Au 0.77489 -0.45573 -0.23971  1.26
O 1.34013 0.08164 -2.30932  -0.54
C 2.43220 0.58712 -2.65193  0.43
C 2.75749 0.55315 -4.06258  -0.18
C 3.92740 1.06637 -4.53509  -0.15
C 4.83940 1.65248 -3.64161  -0.11
C 4.55467 1.72159 -2.27268  -0.15
C 3.39318 1.21367 -1.73936  -0.14
C 3.21608 1.37222 -0.29430  0.16
N 2.21364 0.97849 0.37478  -0.45
C 2.10089 1.19141 1.81668  -0.25
C 1.80906 -0.13873 2.53366  -0.23
N 0.76443 -0.87560 1.83808  -0.53
C -0.29033 -1.31780 2.42130  0.20
C -1.36568 -2.02584 1.80186  -0.27
C -2.42076 -2.42429 2.65946  -0.13
C -3.47425 -3.16820 2.21725  -0.28
C -3.49073 -3.56582 0.86822  -0.15
C -2.49790 -3.18918 0.00378  -0.25
C -1.41167 -2.38237 0.41723  0.41
O -0.54404 -2.04911 -0.49834  -0.74
H 2.02802 0.08714 -4.71094  0.25
H 4.15541 1.02609 -5.59135  0.23
H 5.76992 2.05888 -4.01377  0.24
H 5.26706 2.19337 -1.60674  0.23
H 4.02719 1.88817 0.22608  0.19
H 1.26036 1.87054 1.96952  0.23
H 3.00627 1.64621 2.22438  0.21
H 1.52857 0.07382 3.56795  0.21
H 2.71675 -0.74593 2.54262  0.21
H -0.38501 -1.15238 3.49848  0.19
H -2.37240 -2.13195 3.70332  0.21
H -4.26846 -3.45828 2.89036  0.23
H -4.30241 -4.18522 0.50647  0.22
H -2.50864 -3.48668 -1.03668  0.22
C -4.50412 2.14727 -0.53086  -0.59
C -3.89245 1.47279 0.70387  -0.52
C -2.45246 1.26037 0.54630  0.38
N -1.32380 1.09053 0.42608  -0.45
H -5.58022 2.23990 -0.40108  0.23
H -4.31298 1.55792 -1.42596  0.22
H -4.08551 3.14190 -0.67515  0.22
H -4.35198 0.50015 0.88393  0.26
H -4.04721 2.07993 1.59576  0.25


Record 2
Computed, not measured: a 7-piece molecular cluster, C18H47F3N2O22P4 overall, with the ωB97M-V functional and the def2-TZVPD basis.

- HOMO (eV) = -10.4
- HOMO-LUMO gap (eV) = 10.2
- M (g mol⁻¹) = 824.46
- calculated total energy (eV) = -112761.169
- net charge = 0

Each line ends with the Löwdin charge.
CARTESIAN COORDINATES (ANGSTROEM)
C 1.27045 -1.79444 3.00682  -0.05
C 0.15240 -1.28807 2.07936  -0.19
O 0.48587 -0.05245 1.48799  0.07
C 1.11575 0.11766 0.39460  -0.32
O 1.29590 -0.70039 -0.57564  0.08
C 1.65104 1.59388 0.18253  -0.63
F 2.81194 1.57366 -0.39120  0.21
F 0.86405 2.26192 -0.57874  0.19
F 1.71650 2.29663 1.32591  0.15
H 1.48988 -1.02830 3.75044  0.09
H 2.11417 -1.96147 2.33725  0.08
H 1.15367 -2.74716 3.52332  0.06
H -0.69342 -1.23309 2.76467  0.13
H -0.14578 -2.03324 1.34186  0.10
C -6.62877 2.30010 -2.23451  -0.10
O -5.25960 2.05996 -2.53663  -0.24
P -4.03360 2.39231 -1.52708  0.50
O -3.76398 3.85503 -1.53280  -0.23
O -4.52470 1.65113 -0.15235  -0.24
C -4.48167 0.21111 0.02018  -0.08
O -2.87952 1.37794 -2.06008  -0.21
C -1.67677 1.73891 -2.66325  -0.11
H -6.97362 1.42768 -1.67947  0.08
H -7.17045 2.28703 -3.18029  0.09
H -6.83891 3.26386 -1.77071  0.09
H -3.91573 0.05628 0.93879  0.09
H -3.96776 -0.29137 -0.79927  0.07
H -5.47280 -0.24219 0.03731  0.09
H -0.80690 1.14655 -2.37946  0.07
H -1.37904 2.78496 -2.59079  0.08
H -1.69114 1.51552 -3.73002  0.09
C 1.23250 -4.07736 -5.41318  -0.10
O 1.19235 -3.13444 -4.31124  -0.26
P -0.25298 -2.47223 -3.84816  0.50
O -1.48104 -3.08547 -4.38038  -0.23
O -0.15765 -2.58830 -2.25764  -0.22
C -1.46763 -2.48641 -1.54472  -0.06
O 0.13387 -0.89628 -4.34501  -0.25
C 1.47198 -0.35394 -4.08609  -0.09
H 0.92452 -3.60056 -6.34372  0.09
H 0.44212 -4.80532 -5.23025  0.07
H 2.11487 -4.67569 -5.64009  0.08
H -1.39154 -2.14892 -0.51108  0.06
H -1.76332 -3.50010 -1.27435  0.08
H -2.30695 -1.99679 -2.03861  0.08
H 1.33894 0.46462 -3.37875  0.06
H 1.78255 0.14515 -5.00400  0.09
H 2.24993 -0.99863 -3.67710  0.09
C 3.54113 -5.08621 3.91592  -0.10
O 4.96591 -4.84558 3.76159  -0.24
P 6.06421 -5.76282 4.65759  0.48
O 5.82860 -5.85725 6.11457  -0.25
O 6.17220 -7.11962 3.81475  -0.24
C 5.10502 -8.14917 3.77415  -0.05
O 7.46863 -5.01046 4.29030  -0.23
C 8.59135 -5.10110 5.14169  -0.12
H 3.20885 -5.68514 3.06799  0.07
H 2.96094 -4.16408 3.88203  0.07
H 3.37425 -5.70736 4.79593  0.08
H 4.47173 -8.23950 4.65670  0.09
H 5.66238 -9.06432 3.57424  0.09
H 4.41857 -7.83440 2.98815  0.07
H 8.87450 -4.07450 5.37411  0.09
H 9.34108 -5.49906 4.45787  0.09
H 8.55282 -5.72597 6.03396  0.09
C -1.82263 10.28287 -1.59099  -0.10
O -1.38993 9.07283 -2.19354  -0.21
P -1.59138 7.62703 -1.52192  0.49
O -1.69088 7.53331 -0.04163  -0.25
O -0.47664 6.61590 -2.17537  -0.20
C 0.20722 5.67963 -1.37455  -0.12
O -2.94685 7.09850 -2.24359  -0.22
C -4.22762 7.08997 -1.63795  -0.12
H -1.15727 10.94671 -1.03900  0.09
H -2.61913 10.01689 -0.89607  0.07
H -2.38201 10.83735 -2.34448  0.09
H -0.08040 4.67615 -1.68824  0.07
H 0.04832 5.74691 -0.29830  0.06
H 1.29512 5.71290 -1.43351  0.09
H -4.57122 8.08041 -1.33951  0.08
H -4.31582 6.37972 -0.81583  0.07
H -4.89749 6.63999 -2.37068  0.09
C 0.21502 -5.89926 0.64168  0.05
N -0.37781 -5.97162 2.00796  -0.47
O 0.08148 -5.21683 2.85493  0.03
O -1.11993 -6.84673 2.25150  0.10
H -0.61523 -5.85349 -0.06309  0.10
H 0.86811 -6.74431 0.42383  0.10
H 0.79946 -4.98014 0.68358  0.09
C -2.54714 4.80972 1.88855  0.04
N -1.18927 4.27212 1.61542  -0.41
O -0.35018 4.71111 2.35426  0.09
O -1.13190 3.43139 0.67868  0.02
H -2.61043 5.14904 2.92245  0.10
H -3.29930 4.04050 1.71345  0.09
H -2.58646 5.65869 1.20606  0.08


Record 3
Computed, not measured: a 4-piece molecular cluster, C33H47ClFI2N2O7 overall, with the ωB97M-V functional and the def2-TZVPD basis.

- HOMO (eV) = -11.6
- HOMO-LUMO gap (eV) = 7.8
- M (g mol⁻¹) = 892.01
- calculated total energy (eV) = -83730.715
- net charge = +1

Each line ends with the Löwdin charge.
CARTESIAN COORDINATES (ANGSTROEM)
C -2.89699 0.25059 4.60484  0.12
C -3.14175 -0.84133 4.17095  -0.14
C -3.43989 -2.17040 3.64311  -0.20
C -3.15755 -2.32244 2.13756  -0.18
C -1.84533 -3.08904 1.85741  -0.11
C -1.02832 -2.65575 0.67778  -0.05
C -0.53396 -1.35618 0.66875  -0.21
N -0.86542 -0.52654 1.77180  0.12
C 0.29941 -0.93223 -0.34672  -0.15
C 0.84988 0.46365 -0.32145  -0.18
C 0.15502 1.46891 -1.25567  -0.75
C 0.48997 2.87404 -0.79314  -0.15
I -1.96315 1.19385 -1.37819  0.96
N 0.63975 -1.80573 -1.33613  0.14
C 1.64872 -1.34345 -2.33572  -0.28
F 1.18422 -1.59928 -3.59776  0.04
C 3.04746 -1.89512 -2.12147  -0.15
C 4.10302 -0.91586 -2.64277  -0.06
C 0.14137 -3.08813 -1.36312  -0.12
C 0.50760 -4.01026 -2.48757  -0.08
C -0.61382 -4.36529 -3.44590  -0.77
O -0.73338 -5.42123 -3.95682  0.05
Cl -1.75782 -3.06210 -3.75766  0.80
C -0.68095 -3.52367 -0.36513  -0.10
C -1.20887 -4.93259 -0.36878  -0.18
C -2.72971 -5.07093 -0.62778  -0.73
C -3.44252 -3.83426 -1.13779  -0.18
I -3.09344 -6.69374 -1.99144  0.95
H -2.75709 1.16002 5.13613  0.01
H -4.48194 -2.39917 3.85101  0.12
H -2.84897 -2.88974 4.21071  0.12
H -3.97668 -2.89661 1.71117  0.10
H -3.16094 -1.35112 1.66398  0.10
H -2.09318 -4.14011 1.80345  0.10
H -1.19052 -2.97531 2.72329  0.14
H -1.12366 0.41119 1.48801  0.07
H -0.09949 -0.44921 2.43270  0.12
H 0.82474 0.83045 0.69775  0.11
H 1.90010 0.45734 -0.59895  0.12
H 0.51714 1.32204 -2.26884  0.06
H 1.53581 2.92162 -0.52519  0.05
H 0.24041 3.60332 -1.55680  0.09
H -0.09362 3.11018 0.09363  0.08
H 1.69782 -0.27326 -2.26125  0.11
H 3.19763 -2.05851 -1.05717  0.13
H 3.17376 -2.82295 -2.66729  0.12
H 5.08702 -1.23769 -2.31887  0.08
H 4.11936 -0.92272 -3.72914  0.09
H 3.92279 0.09864 -2.29696  0.07
H 0.86989 -4.95416 -2.09483  0.14
H 1.27890 -3.59690 -3.11434  0.11
H -0.66968 -5.56873 -1.05880  0.07
H -0.99815 -5.33525 0.61862  0.13
H -3.21580 -5.41465 0.27720  0.06
H -3.51422 -3.07035 -0.36566  0.06
H -2.94773 -3.39584 -2.00045  -0.03
H -4.45492 -4.08728 -1.43383  0.07
O -3.25557 2.44380 -7.96841  0.14
C -2.83495 1.69538 -7.14328  -0.48
O -3.36597 0.46211 -6.93633  0.03
C -2.72794 -0.18149 -5.82734  -0.18
C -1.36911 0.49965 -5.69075  -0.16
C -1.68463 1.91528 -6.17320  -0.07
H -3.35042 -0.03766 -4.93990  0.12
H -2.65799 -1.24547 -6.04010  0.10
H -0.96898 0.44485 -4.67890  0.08
H -0.65209 0.02944 -6.36506  0.12
H -2.04425 2.55766 -5.36767  0.13
H -0.85782 2.40550 -6.67830  0.12
O 2.79654 2.87776 1.74862  0.10
C 3.64059 3.56576 1.24553  -0.49
O 3.50918 4.02886 -0.01921  0.00
C 4.71231 4.71767 -0.42920  -0.14
C 5.38321 5.14281 0.87269  -0.14
C 4.96454 4.01917 1.82243  -0.07
H 5.32275 4.02248 -1.00814  0.13
H 4.42554 5.55264 -1.06189  0.13
H 6.45826 5.26712 0.77228  0.12
H 4.96292 6.08943 1.21181  0.12
H 5.65308 3.17311 1.78837  0.13
H 4.83885 4.33240 2.85446  0.13
O -1.96614 2.33119 8.40003  0.14
C -1.15947 2.78390 7.64962  -0.48
O -1.26648 2.62925 6.29989  -0.02
C -0.11627 3.18290 5.63806  -0.16
C 0.46247 4.19567 6.62116  -0.15
C 0.10042 3.56646 7.96674  -0.07
H 0.58047 2.36916 5.42318  0.12
H -0.44270 3.62809 4.70128  0.12
H 1.52699 4.36519 6.47635  0.11
H -0.05117 5.15085 6.51025  0.12
H 0.85729 2.86015 8.31097  0.13
H -0.09575 4.28825 8.75350  0.13


Question: Which formula does entry 3 have?
Answer: C33H47ClFI2N2O7